{"formula": "C34H27AsN3O4Ru", "method": "ωB97M-V with the def2-TZVPD basis set", "multiplicity": 2, "s2": 0.754, "homo_lumo_gap_ev": [7.361, 7.216], "homo_ev": [-7.66, -7.59], "de_lowest_kj_mol": 158.3, "e_lumo_ha": [-0.0111, -0.0136], "total_energy_ha": -4107.763141, "symbols": ["Ru", "O", "C", "C", "C", "C", "C", "C", "C", "N", "N", "C", "O", "C", "C", "C", "C", "C", "C", "H", "H", "H", "H", "H", "H", "H", "H", "H", "H", "N", "C", "C", "O", "O", "H", "H", "H", "H", "C", "C", "C", "C", "C", "C", "As", "C", "C", "C", "C", "C", "C", "C", "C", "C", "C", "C", "C", "H", "H", "H", "H", "H", "H", "H", "H", "H", "H", "H", "H", "H"], "positions_angstrom": [[0.014701, 1.301958, -1.174913], [0.751747, 0.036627, -2.649106], [1.656611, -0.908113, -2.540850], [1.670349, -1.950070, -3.481112], [2.638301, -2.931575, -3.438965], [3.641458, -2.913984, -2.472578], [3.654936, -1.892054, -1.549379], [2.677903, -0.888269, -1.553382], [2.777879, 0.137126, -0.540199], [1.875528, 1.019672, -0.321229], [2.111704, 1.898995, 0.732180], [1.283742, 2.901453, 0.701832], [0.385980, 3.066272, -0.224361], [1.390221, 3.943337, 1.748728], [2.294307, 3.797226, 2.799569], [2.382160, 4.771922, 3.778726], [1.571173, 5.897523, 3.716022], [0.669813, 6.044393, 2.672020], [0.575378, 5.069113, 1.691319], [0.890310, -1.967028, -4.230520], [2.615521, -3.727693, -4.173644], [4.397912, -3.686452, -2.450061], [4.424349, -1.856607, -0.786207], [3.644234, 0.145611, 0.116910], [2.921124, 2.917718, 2.834962], [3.083806, 4.654153, 4.594256], [1.640062, 6.658619, 4.482613], [0.033705, 6.918493, 2.622233], [-0.132067, 5.164511, 0.879654], [-0.197259, 2.426683, -2.866093], [-1.494751, 3.144074, -2.861321], [-2.488751, 2.483105, -1.893943], [-3.679465, 2.617590, -2.044430], [-1.925567, 1.847756, -0.899586], [0.596417, 3.054214, -2.956011], [-0.133778, 1.762978, -3.636919], [-1.918492, 3.177647, -3.862478], [-1.336222, 4.164020, -2.514252], [-4.771252, -1.465708, 3.134275], [-3.637001, -2.236197, 3.347414], [-2.448813, -1.923949, 2.701695], [-2.404994, -0.839797, 1.837520], [-3.532952, -0.051853, 1.632325], [-4.718101, -0.375442, 2.276580], [-0.804529, -0.385385, 0.832602], [0.429209, -1.841344, 1.154756], [1.365194, -1.925184, 2.173772], [2.253103, -2.993421, 2.199109], [2.206971, -3.956455, 1.199201], [1.283442, -3.865349, 0.169027], [0.385267, -2.804635, 0.137010], [-0.638168, -2.573961, -0.896917], [-0.919634, -3.426567, -1.961817], [-1.943043, -3.115275, -2.838875], [-2.708707, -1.970077, -2.645308], [-2.439080, -1.115818, -1.587103], [-1.382135, -1.404439, -0.735092], [-5.696425, -1.713516, 3.638063], [-3.674696, -3.085635, 4.017096], [-1.568734, -2.535385, 2.861921], [-3.490812, 0.803400, 0.967156], [-5.599140, 0.230141, 2.109398], [1.416114, -1.161152, 2.940698], [2.983414, -3.072068, 2.993821], [2.906681, -4.782313, 1.218389], [1.278402, -4.611326, -0.614779], [-0.344368, -4.332102, -2.107264], [-2.160538, -3.777090, -3.667445], [-3.529924, -1.748775, -3.315243], [-3.059731, -0.244268, -1.421470]], "forces_ev_per_angstrom": [[0.0187, 0.0432, 1.2299], [-0.8331, 0.1115, 0.3593], [0.3444, 0.0948, 0.2457], [0.0565, -0.0312, 0.0404], [-0.0889, 0.0016, -0.0793], [0.1069, -0.0235, 0.0808], [-0.0352, 0.0001, 0.0051], [0.0000, -0.0869, -0.1594], [-0.3179, -0.1753, -0.0033], [0.1950, 0.4070, -0.4128], [0.1427, 0.0973, 0.1177], [0.1924, -0.1290, -0.3030], [-0.3356, -0.2656, 0.2670], [0.0524, 0.0149, 0.1160], [0.0014, 0.0516, -0.0062], [0.0013, -0.0165, -0.0023], [-0.0172, 0.0291, -0.0053], [-0.0154, 0.0184, 0.0075], [0.0066, -0.0596, -0.0160], [-0.0237, 0.0277, 0.0064], [0.0007, 0.0034, -0.0086], [0.0025, -0.0001, 0.0049], [0.0102, -0.0055, -0.0053], [-0.0192, -0.0174, 0.0176], [0.0000, -0.0127, -0.0102], [0.0021, 0.0002, 0.0026], [0.0026, 0.0015, 0.0012], [0.0010, 0.0053, 0.0083], [-0.0029, -0.0014, -0.0082], [0.3850, 0.2222, -0.3245], [0.0016, -0.1112, -0.0195], [0.1818, 0.1881, 0.1408], [-0.0747, 0.0423, -0.0462], [0.0092, -0.4041, -0.8649], [-0.1440, 0.1263, 0.0093], [0.0092, -0.0346, 0.0870], [-0.0382, 0.0299, 0.0187], [-0.0062, -0.0140, 0.0409], [0.0174, -0.0055, -0.0124], [-0.0463, 0.0057, -0.0028], [0.0710, -0.0720, -0.0285], [0.1024, 0.4393, 0.3243], [-0.0220, 0.0314, 0.0054], [0.0012, -0.0126, 0.0023], [0.1102, -0.4886, -0.9602], [0.0002, 0.0642, 0.1155], [0.0284, 0.0315, -0.0133], [-0.0013, 0.0076, 0.0056], [0.0060, -0.0165, -0.0183], [0.0068, 0.0174, 0.0226], [0.0509, 0.0418, 0.0610], [-0.0123, -0.0712, -0.0922], [0.0310, 0.0113, 0.0799], [-0.0288, 0.0208, -0.0021], [-0.0398, -0.0272, -0.0287], [-0.0231, 0.0544, 0.0119], [-0.0697, -0.2115, 0.0381], [-0.0009, -0.0016, 0.0036], [-0.0004, -0.0032, 0.0041], [-0.0011, 0.0223, 0.0001], [0.0135, 0.0006, -0.0060], [-0.0059, 0.0034, 0.0002], [-0.0182, 0.0003, -0.0019], [0.0003, 0.0031, 0.0073], [0.0006, -0.0041, -0.0056], [-0.0081, -0.0059, -0.0101], [0.0157, -0.0020, 0.0116], [-0.0046, 0.0016, -0.0043], [0.0022, 0.0028, 0.0002], [0.0527, 0.0345, -0.0396]], "lowdin_charge": [1.28, -0.22, -0.35, -0.02, -0.08, -0.10, -0.05, -0.15, -0.06, -0.15, 0.08, -0.45, -0.17, -0.15, -0.03, -0.08, -0.09, -0.08, -0.02, 0.12, 0.10, 0.10, 0.11, 0.13, 0.10, 0.10, 0.10, 0.10, 0.11, -0.07, -0.10, -0.63, 0.07, -0.24, 0.12, 0.10, 0.13, 0.13, -0.09, -0.08, -0.10, -0.36, -0.11, -0.08, 1.38, -0.34, -0.10, -0.08, -0.08, -0.02, -0.19, -0.20, -0.03, -0.08, -0.07, -0.09, -0.32, 0.10, 0.10, 0.10, 0.09, 0.11, 0.11, 0.10, 0.11, 0.11, 0.11, 0.10, 0.11, 0.09]}